# 1
Formula: CH3NO3P
Source: the Open Molecules 2025 dataset
Level of theory: ωB97M-V/def2-TZVPD

The geometry in ORCA input format:
```
! wB97M-V def2-TZVPD RIJCOSX def2/J DEFGRID3
* xyz -1 1
C 0.662 0.723 0.729
N -1.067 -0.251 -1.410
O 0.985 -1.791 -0.600
O 0.651 1.987 0.725
O -0.436 0.115 1.262
P 0.414 -0.430 -0.894
H 1.443 0.066 1.062
H -1.402 -1.009 -1.917
H -1.251 0.590 1.043
*
```

The value obtained for the energy above the lowest of the compared OMol25 structures with the same formula, charge and spin is 3.106 eV. As for the HOMO energy (alpha / beta): -3.943 / -3.943 eV. The calculation puts the gap between HOMO and LUMO (alpha / beta) at 0.2926 / 0.2926 Eh. For the LUMO energy (alpha / beta), the calculation gives 4.019 / 4.019 eV.

---

# 2
Formula: C3H8NO
Source: the Open Molecules 2025 dataset
Level of theory: ωB97M-V/def2-TZVPD

The geometry in ORCA input format:
```
! wB97M-V def2-TZVPD RIJCOSX def2/J DEFGRID3
* xyz 1 1
C 1.135 -1.184 -2.033
N 1.233 -0.594 -0.846
H 0.287 -1.842 -2.213
H 1.807 -0.798 -2.800
H 0.883 0.391 -0.814
H 1.538 -1.021 0.019
C -1.743 -0.030 1.486
C -0.497 0.306 1.135
O -0.192 1.425 0.379
H -2.531 0.717 1.473
H -1.882 -1.049 1.819
H 0.311 -0.141 1.704
H -0.944 2.028 0.424
*
```

The value obtained for the energy above the lowest of the compared OMol25 structures with the same formula, charge and spin is 4.391 eV. As for the HOMO energy: -13.115 eV. The calculation puts the gap between HOMO and LUMO at 0.2037 Eh. For the LUMO energy, the calculation gives -7.572 eV.

---

# 3
Formula: C5H9N3
Source: the Open Molecules 2025 dataset
Level of theory: ωB97M-V/def2-TZVPD

The geometry in ORCA input format:
```
! wB97M-V def2-TZVPD RIJCOSX def2/J DEFGRID3
* xyz 0 1
C -1.629 0.043 0.312
N -1.302 1.104 -0.313
C 0.127 1.182 -0.728
C 0.836 -0.029 -1.364
C 1.286 -0.491 0.073
C 1.035 0.981 0.557
N 0.383 -1.508 0.604
N -0.963 -1.018 0.822
H -2.632 0.006 0.668
H 0.051 2.147 -1.245
H 1.710 0.229 -2.038
H 0.296 -0.752 -1.943
H 2.321 -0.887 0.181
H 0.630 1.093 1.588
H 1.936 1.619 0.517
H 0.322 -2.176 -0.211
H -1.393 -1.444 1.598
*
```

The value obtained for the energy above the lowest of the compared OMol25 structures with the same formula, charge and spin is 2.867 eV. As for the HOMO energy: -8.589 eV. The calculation puts the gap between HOMO and LUMO at 0.3508 Eh. For the LUMO energy, the calculation gives 0.956 eV. As for the SMILES: C1=N[C@H]2C[C@H](C2)NN1.

---

# 4
Formula: C18H34O3
Source: the Open Molecules 2025 dataset
Level of theory: ωB97M-V/def2-TZVPD

The geometry in ORCA input format:
```
! wB97M-V def2-TZVPD RIJCOSX def2/J DEFGRID3
* xyz 0 1
C 6.970 -0.485 -1.280
C 6.093 -0.245 -2.503
C 4.612 -0.169 -2.136
C 3.733 0.074 -3.361
C 2.238 0.057 -3.045
C 1.795 1.237 -2.182
C 0.275 1.351 -2.053
C -0.371 0.164 -1.325
C 0.209 -0.039 0.044
C -0.107 0.656 1.134
C -1.122 1.752 1.221
C -1.671 1.934 2.638
C -2.506 0.750 3.132
C -3.871 0.669 2.451
C -4.775 -0.429 3.013
C -4.269 -1.863 2.856
C -4.234 -2.364 1.395
O -5.450 -2.154 0.733
C -3.105 -1.720 0.612
O -3.300 -1.097 -0.405
O -1.912 -1.923 1.143
H 6.848 0.321 -0.560
H 6.700 -1.421 -0.795
H 8.018 -0.536 -1.564
H 6.245 -1.054 -3.222
H 6.391 0.687 -2.987
H 4.313 -1.105 -1.657
H 4.469 0.636 -1.413
H 3.943 -0.704 -4.100
H 3.998 1.034 -3.810
H 1.996 -0.882 -2.543
H 1.681 0.084 -3.986
H 2.228 1.154 -1.184
H 2.171 2.159 -2.632
H -0.168 1.433 -3.048
H 0.040 2.266 -1.506
H -0.230 -0.740 -1.920
H -1.446 0.350 -1.260
H 0.994 -0.783 0.116
H 0.414 0.442 2.059
H -0.645 2.690 0.916
H -1.937 1.570 0.518
H -2.282 2.839 2.670
H -0.829 2.082 3.320
H -1.946 -0.172 2.968
H -2.661 0.857 4.209
H -3.746 0.528 1.378
H -4.384 1.625 2.588
H -4.925 -0.245 4.080
H -5.750 -0.363 2.526
H -4.950 -2.519 3.400
H -3.272 -1.980 3.279
H -4.026 -3.445 1.419
H -5.271 -1.556 -0.011
H -1.215 -1.411 0.671
*
```

The value obtained for the energy above the lowest of the compared OMol25 structures with the same formula, charge and spin is 0.859 eV. As for the HOMO energy: -9.621 eV. The calculation puts the gap between HOMO and LUMO at 0.3838 Eh. For the LUMO energy, the calculation gives 0.823 eV. As for the SMILES: CCCCCCCC/C=C\CCCCCC[C@@H](O)C(=O)O.

---

# 5
Formula: C18H29F4N2O18
Source: the Open Molecules 2025 dataset
Level of theory: ωB97M-V/def2-TZVPD

The geometry in ORCA input format:
```
! wB97M-V def2-TZVPD RIJCOSX def2/J DEFGRID3
* xyz -1 1
N -0.136 -1.121 -1.408
H 0.095 -0.642 -2.314
H 0.204 -0.515 -0.669
H 0.327 -2.044 -1.321
H -1.165 -1.195 -1.275
N -1.546 -4.458 -0.687
H -1.762 -4.758 0.254
H -1.836 -5.071 -1.442
H -0.509 -4.267 -0.845
H -2.087 -3.539 -0.822
C -4.008 -1.326 0.872
C -3.827 -1.823 -0.558
O -4.812 -1.894 -1.276
O -2.616 -2.141 -0.872
H -3.469 -0.379 1.024
H -3.569 -1.955 1.652
H -5.049 -1.099 1.097
C 3.105 -3.253 -1.901
C 1.724 -3.901 -2.065
O 0.910 -3.793 -1.067
O 1.462 -4.369 -3.163
H 3.082 -2.394 -2.574
H 3.910 -3.931 -2.171
H 3.310 -2.861 -0.899
C -1.690 1.305 -4.758
C -0.863 0.127 -4.252
O 0.235 0.397 -3.658
O -1.373 -1.002 -4.317
H -2.533 1.402 -4.070
H -2.124 1.116 -5.739
H -1.124 2.235 -4.725
C 0.581 3.137 -2.125
C 1.305 3.949 -1.057
O 0.409 4.978 -0.694
C -0.802 4.743 -1.287
O -1.785 5.375 -1.076
O -0.733 3.702 -2.115
F 2.471 4.504 -1.527
H 0.481 2.103 -1.811
H 1.087 3.216 -3.082
H 1.575 3.395 -0.163
C -1.146 3.614 2.920
C -2.565 3.742 2.333
O -2.576 2.818 1.298
C -1.376 2.230 1.129
O -1.074 1.477 0.272
O -0.517 2.634 2.111
F -2.787 4.984 1.832
H -1.183 3.275 3.957
H -0.567 4.537 2.906
H -3.314 3.537 3.096
C 3.401 0.352 2.697
C 3.159 1.849 2.487
O 2.373 1.878 1.345
C 2.474 0.696 0.674
O 2.082 0.537 -0.428
O 3.017 -0.244 1.478
F 4.355 2.455 2.171
H 2.858 -0.067 3.550
H 4.449 0.186 2.959
H 2.722 2.345 3.346
C 1.628 -3.034 3.162
C 1.070 -2.810 1.767
O 0.403 -1.576 1.887
C 0.074 -1.369 3.190
O -0.680 -0.544 3.586
O 0.798 -2.196 3.978
F 0.122 -3.764 1.501
H 2.652 -2.673 3.255
H 1.516 -4.064 3.484
H 1.774 -2.764 0.943
*
```

The value obtained for the energy above the lowest of the compared OMol25 structures with the same formula, charge and spin is 0.000 eV. As for the HOMO energy: -4.836 eV. The calculation puts the gap between HOMO and LUMO at 0.2371 Eh. For the LUMO energy, the calculation gives 1.615 eV.

---

# 6
Formula: C52H116N6O4
Source: the Open Molecules 2025 dataset
Level of theory: ωB97M-V/def2-TZVPD

The geometry in ORCA input format:
```
! wB97M-V def2-TZVPD RIJCOSX def2/J DEFGRID3
* xyz 4 1
N 9.837 2.512 7.636
O 10.010 1.603 8.486
O 10.831 3.214 7.289
O 8.733 2.677 7.072
C 10.717 0.537 3.342
C 11.730 0.663 2.184
C 13.189 0.691 2.662
C 13.456 1.990 3.397
N 14.828 2.032 4.000
C 15.097 1.001 5.117
C 14.656 1.713 6.430
C 14.612 3.177 6.071
C 15.159 3.350 4.660
C 15.896 1.853 2.905
C 16.106 3.056 1.956
C 17.013 2.608 0.806
H 10.575 1.506 3.823
H 10.944 -0.186 4.129
H 9.747 0.187 2.977
H 11.504 1.576 1.628
H 11.535 -0.098 1.429
H 13.817 0.557 1.779
H 13.497 -0.142 3.296
H 12.765 2.142 4.230
H 13.303 2.840 2.731
H 16.172 0.860 5.102
H 14.552 0.073 4.984
H 15.478 1.564 7.132
H 13.742 1.308 6.852
H 15.051 3.877 6.781
H 13.570 3.506 6.180
H 16.248 3.361 4.757
H 14.990 4.224 4.037
H 15.863 0.869 2.441
H 16.828 1.778 3.467
H 16.681 3.792 2.519
H 15.185 3.512 1.595
H 17.169 3.425 0.098
H 16.611 1.752 0.269
H 18.052 2.454 1.105
C 14.218 3.838 9.517
C 14.175 2.844 10.639
C 13.050 2.886 11.687
C 11.591 2.835 11.128
N 10.604 3.393 12.134
C 10.884 2.902 13.538
C 9.539 2.674 14.221
C 8.461 2.936 13.149
C 9.228 2.830 11.862
C 10.700 4.902 12.017
C 10.445 5.574 10.674
C 10.158 7.047 10.849
H 14.216 4.896 9.787
H 13.397 3.726 8.795
H 15.087 3.631 8.890
H 15.154 2.928 11.117
H 14.143 1.841 10.202
H 13.214 3.759 12.324
H 13.172 2.007 12.318
H 11.430 1.761 11.048
H 11.475 3.301 10.156
H 11.520 3.567 14.120
H 11.468 1.988 13.444
H 9.393 3.435 14.986
H 9.535 1.688 14.678
H 8.113 3.970 13.223
H 7.580 2.302 13.170
H 8.794 3.423 11.058
H 9.411 1.789 11.600
H 11.630 5.291 12.430
H 9.928 5.186 12.741
H 9.640 5.039 10.159
H 11.323 5.417 10.041
H 9.122 7.182 11.166
H 10.360 7.527 9.893
H 10.761 7.557 11.601
C 4.647 3.520 14.483
C 4.668 2.997 13.046
C 4.816 4.115 12.004
C 4.682 3.587 10.564
N 4.527 4.640 9.495
C 4.144 4.040 8.156
C 5.494 3.789 7.470
C 6.361 4.963 7.885
C 5.921 5.280 9.333
C 3.522 5.707 9.925
C 2.128 5.144 10.168
C 1.088 6.229 10.409
H 3.691 3.984 14.736
H 5.397 4.288 14.684
H 4.783 2.725 15.215
H 3.761 2.425 12.846
H 5.507 2.296 13.034
H 5.766 4.620 12.197
H 3.998 4.801 12.222
H 3.725 3.060 10.592
H 5.460 2.874 10.302
H 3.732 4.820 7.520
H 3.541 3.174 8.400
H 5.409 3.642 6.394
H 5.997 2.875 7.799
H 6.255 5.899 7.332
H 7.436 4.793 7.906
H 5.733 6.340 9.492
H 6.657 4.971 10.069
H 3.501 6.386 9.071
H 3.928 6.268 10.762
H 2.115 4.464 11.027
H 1.798 4.476 9.367
H 0.917 6.783 9.479
H 1.465 6.938 11.147
H 0.075 5.931 10.667
C 6.972 9.925 1.883
C 7.881 9.741 3.115
C 8.472 8.311 3.146
C 7.489 7.205 3.462
N 8.155 5.875 3.629
C 8.516 5.297 2.203
C 7.335 4.395 1.784
C 6.430 4.260 2.991
C 7.203 4.834 4.167
C 9.364 5.767 4.553
C 9.134 6.436 5.923
C 10.409 7.028 6.492
H 6.313 9.077 1.687
H 7.616 9.866 1.001
H 6.453 10.876 1.949
H 7.290 9.897 4.018
H 8.723 10.426 3.058
H 9.267 8.306 3.901
H 9.061 8.082 2.251
H 6.682 7.057 2.746
H 7.093 7.472 4.444
H 9.394 4.695 2.422
H 8.719 6.180 1.610
H 7.648 3.461 1.325
H 6.817 4.967 1.013
H 6.202 3.214 3.213
H 5.441 4.640 2.733
H 7.655 4.008 4.712
H 6.531 5.337 4.865
H 10.179 6.327 4.090
H 9.646 4.722 4.622
H 8.990 5.555 6.565
H 8.243 7.050 6.002
H 10.422 7.154 7.576
H 10.424 8.057 6.111
H 11.355 6.536 6.276
C 7.954 -2.314 4.336
C 8.648 -2.354 5.695
N 7.866 -1.779 6.855
C 7.471 -0.385 6.405
C 6.638 -2.623 7.162
C 6.867 -4.080 7.443
C 8.908 -1.689 7.949
C 8.468 -1.330 9.354
O 7.341 -2.075 9.794
C 6.902 -1.597 11.050
H 8.738 -2.685 3.673
H 7.659 -1.351 3.924
H 7.076 -2.960 4.301
H 9.619 -1.895 5.483
H 8.963 -3.378 5.900
H 6.627 -0.494 5.734
H 8.377 0.099 6.062
H 7.095 0.141 7.283
H 5.902 -2.476 6.367
H 6.204 -2.068 7.991
H 5.989 -4.463 7.956
H 7.754 -4.215 8.067
H 7.113 -4.704 6.583
H 9.750 -1.061 7.673
H 9.225 -2.728 8.072
H 8.255 -0.251 9.421
H 9.253 -1.452 10.108
H 6.511 -0.575 11.092
H 7.647 -1.714 11.842
H 6.050 -2.225 11.312
*
```

The value obtained for the energy above the lowest of the compared OMol25 structures with the same formula, charge and spin is 0.000 eV. As for the HOMO energy: -16.798 eV. The calculation puts the gap between HOMO and LUMO at 0.3482 Eh. For the LUMO energy, the calculation gives -7.323 eV.

---

# 7
Formula: C41H36NO3P2V
Source: the Open Molecules 2025 dataset
Level of theory: ωB97M-V/def2-TZVPD

The geometry in ORCA input format:
```
! wB97M-V def2-TZVPD RIJCOSX def2/J DEFGRID3
* xyz 2 3
V 0.062 -0.363 0.472
P 1.799 -0.366 -1.214
C 0.722 1.241 1.160
O 1.089 2.247 1.651
P -2.082 0.762 0.657
C 3.403 0.076 -0.423
C 1.900 0.711 -2.692
C 2.103 -2.031 -1.955
C -3.075 -0.569 1.419
C -2.372 2.191 1.754
C -3.010 1.285 -0.848
C 4.362 -0.890 -0.108
C 5.530 -0.520 0.559
C 5.750 0.816 0.904
C 4.814 1.793 0.549
C 3.646 1.425 -0.121
H 4.192 -1.932 -0.381
H 6.264 -1.289 0.800
H 6.647 1.096 1.461
H 4.992 2.843 0.782
H 2.939 2.196 -0.435
C 1.503 -3.121 -1.316
C 1.796 -4.418 -1.701
C 2.588 -4.652 -2.828
C 3.137 -3.565 -3.524
C 2.892 -2.256 -3.096
H 0.824 -2.946 -0.483
H 1.402 -5.246 -1.112
H 2.766 -5.675 -3.165
H 3.763 -3.747 -4.399
H 3.316 -1.419 -3.655
C 3.138 1.144 -3.198
C 3.210 1.877 -4.384
C 2.036 2.210 -5.067
C 0.796 1.805 -4.559
C 0.725 1.051 -3.386
H 4.065 0.911 -2.670
H 4.186 2.181 -4.770
H 2.089 2.781 -5.995
H -0.126 2.069 -5.083
H -0.240 0.713 -3.003
C -2.679 3.460 1.231
C -2.906 4.537 2.091
C -2.785 4.385 3.474
C -2.484 3.124 4.000
C -2.232 2.057 3.144
H -2.761 3.604 0.154
H -3.191 5.502 1.669
H -2.904 5.244 4.139
H -2.447 2.967 5.082
H -1.930 1.105 3.577
C -2.670 -1.880 1.129
C -3.394 -2.956 1.630
C -4.468 -2.744 2.496
C -4.834 -1.439 2.844
C -4.162 -0.348 2.280
H -1.775 -2.054 0.511
H -3.103 -3.967 1.345
H -5.012 -3.597 2.902
H -5.643 -1.269 3.556
H -4.469 0.667 2.539
C -4.368 0.984 -1.035
C -5.062 1.525 -2.121
C -4.400 2.337 -3.049
C -3.038 2.608 -2.889
C -2.346 2.087 -1.797
H -4.886 0.358 -0.308
H -6.127 1.323 -2.239
H -4.942 2.758 -3.897
H -2.513 3.246 -3.602
H -1.293 2.338 -1.655
H -0.445 -0.617 -1.082
H -0.538 0.302 -0.858
O 2.584 -2.756 1.333
C 1.769 -2.523 2.219
C 1.838 -3.013 3.662
C 0.676 -2.361 4.363
C 0.062 -1.458 3.307
O -0.788 -0.591 3.483
N 0.669 -1.686 2.087
H 1.751 -4.101 3.703
H 2.803 -2.714 4.086
H -0.070 -3.097 4.670
H 0.971 -1.767 5.231
*
```

As for the HOMO energy (alpha / beta): -14.242 / -14.236 eV. The calculation puts the gap between HOMO and LUMO (alpha / beta) at 0.2380 / 0.1943 Eh. As for the expectation value of S²: 2.04. For the LUMO energy (alpha / beta), the calculation gives -7.765 / -8.949 eV.

---

# 8
Formula: C2H3N3OS
Source: the Open Molecules 2025 dataset
Level of theory: ωB97M-V/def2-TZVPD

The geometry in ORCA input format:
```
! wB97M-V def2-TZVPD RIJCOSX def2/J DEFGRID3
* xyz 0 1
S 2.114 1.266 -1.185
N 1.200 -0.272 -1.114
C 0.228 -0.266 -0.190
N -0.863 -1.099 -0.263
C -1.668 -0.820 0.704
O -1.297 0.180 1.511
N -0.334 0.786 0.615
H 2.816 0.639 -2.046
H -2.667 -1.531 0.692
H 0.470 1.117 1.277
*
```

The value obtained for the energy above the lowest of the compared OMol25 structures with the same formula, charge and spin is 3.509 eV. As for the HOMO energy: -8.526 eV. The calculation puts the gap between HOMO and LUMO at 0.3239 Eh. For the LUMO energy, the calculation gives 0.287 eV. As for the SMILES: S/N=c1/nco[nH]1.